No. 1
Molecular formula: C2H5NO2S
Method: DFT, ωB97M-V with the def2-TZVPD basis set

Last column: Löwdin charge in e.
Atoms and positions in Å:
C1 -0.05571 0.40424 1.38305  -0.25
C2 -0.41389 0.08015 -1.00845  -0.11
N1 -0.82400 0.76095 0.19737  -0.30
O1 -2.62111 0.85493 2.07995  -0.28
O2 -2.06661 -1.31234 1.01983  -0.28
S1 -1.70958 0.04762 1.33203  0.62
H1 0.58658 -0.45131 1.27043  0.07
H2 0.67769 1.60293 1.87936  0.22
H3 -1.31337 -0.10464 -1.65427  0.10
H4 0.22759 0.77840 -1.78302  0.13
H5 0.24516 -0.73296 -0.71516  0.07

## Properties
HOMO energy in eV: -10.26
Charge: 0
Kohn-Sham gap in eV: 10.7
Energy relative to the best compared isomer or geometry (same formula, charge and spin) in kcal per mole: 108.77

No. 2
Molecular formula: C2H6NO2P
Method: DFT, ωB97M-V with the def2-TZVPD basis set

Last column: Löwdin charge in e.
Atoms and positions in Å:
C1 3.57023 0.08754 0.27696  -0.28
C2 -2.52388 -0.94574 -0.30319  -0.24
N1 -1.29760 -1.55997 -0.06381  -0.32
O1 1.19292 -1.68308 0.22635  -0.47
O2 2.88032 0.75726 -0.43335  0.01
P1 0.15776 -0.78571 -0.23675  0.81
H1 3.26919 -0.82552 0.82311  0.07
H2 4.67396 0.34476 0.33349  0.10
H3 -3.35412 -0.96750 0.42090  0.08
H4 -2.25205 0.10364 -0.50392  0.05
H5 -3.10563 -1.38191 -1.20275  0.10
H6 -1.25711 -2.42139 0.44208  0.08

## Properties
<S²>: 2.0058
HOMO energy (spin up / spin down) in eV: -6.16 / -10.06
Charge: 0
2S+1: 3
Kohn-Sham gap (spin up / spin down) in eV: 6.6 / 8.1
Energy relative to the best compared isomer or geometry (same formula, charge and spin) in kcal per mole: 14.67

No. 3
Molecular formula: C37H33Cl5N5P2S3V
Method: DFT, ωB97M-V with the def2-TZVPD basis set

Last column: Löwdin charge in e.
Atoms and positions in Å:
V1 0.21072 -0.35112 -0.67304  0.40
Cl1 -2.28492 0.46718 -1.67106  0.82
C1 -1.42543 -0.31376 -2.98965  -0.68
C2 -0.18572 -0.77324 -2.63686  -0.34
C3 0.59148 -1.30585 -3.65652  -0.67
Cl2 2.21879 -1.82355 -3.33886  0.74
C4 0.10040 -1.39466 -4.96232  -0.69
Cl3 1.06871 -2.04672 -6.20879  0.76
C5 -1.19376 -0.93638 -5.26522  -0.69
Cl4 -1.79956 -1.03252 -6.85425  0.78
C6 -1.97640 -0.37323 -4.25997  -0.72
Cl5 -3.52553 0.27644 -4.55451  0.77
N1 -1.43012 0.60521 1.79907  -0.31
P1 -1.36487 -0.97299 1.22526  0.93
C7 -0.91424 -2.06697 2.58177  -0.34
C8 0.37918 -2.54553 2.79638  -0.11
C9 0.66263 -3.33455 3.89991  -0.05
C10 -0.34187 -3.64549 4.80704  -0.03
C11 -1.63097 -3.17134 4.60741  -0.03
C12 -1.92206 -2.39626 3.49635  -0.06
C13 -3.00285 -1.51359 0.75856  -0.42
C14 -3.15472 -2.82749 0.31262  -0.09
C15 -4.40550 -3.28844 -0.05976  -0.04
C16 -5.50679 -2.44160 0.02291  -0.03
C17 -5.35827 -1.13897 0.47571  -0.04
C18 -4.10319 -0.66604 0.83641  -0.11
P2 -0.36378 1.53082 0.87653  0.87
C19 -1.12688 3.13466 0.69034  -0.35
C20 -1.17131 3.91053 1.85560  -0.08
C21 -1.85418 5.11493 1.85146  -0.04
C22 -2.47570 5.55741 0.69021  -0.03
C23 -2.41457 4.79910 -0.47041  -0.04
C24 -1.74394 3.58558 -0.47392  -0.11
C25 1.14023 1.74577 1.84233  -0.38
C26 1.42817 0.86298 2.88497  -0.09
C27 2.60441 1.00703 3.61009  -0.06
C28 3.49358 2.02506 3.29789  -0.04
C29 3.20803 2.90924 2.26065  -0.04
C30 2.03867 2.77169 1.53331  -0.11
H1 -1.90558 0.92842 2.63552  0.11
H2 1.18088 -2.28515 2.12225  0.06
H3 1.66586 -3.70677 4.06040  0.12
H4 -0.12265 -4.25995 5.66993  0.13
H5 -2.41515 -3.41432 5.31132  0.13
H6 -2.93999 -2.06112 3.34014  0.12
H7 -2.30745 -3.50669 0.29874  0.10
H8 -4.53113 -4.30910 -0.39454  0.12
H9 -6.48562 -2.80601 -0.25820  0.12
H10 -6.22087 -0.49099 0.55055  0.12
H11 -3.99264 0.35673 1.17667  0.10
H12 -0.66701 3.59106 2.76070  0.12
H13 -1.89186 5.71325 2.75147  0.12
H14 -3.00365 6.50157 0.68986  0.13
H15 -2.89265 5.15074 -1.37473  0.12
H16 -1.70170 3.00662 -1.38122  0.02
H17 0.73253 0.08387 3.16585  0.08
H18 2.81215 0.34005 4.43662  0.12
H19 4.40031 2.14672 3.87549  0.12
H20 3.89186 3.71609 2.03453  0.12
H21 1.81558 3.47867 0.74365  0.11
C31 4.93265 -2.06295 1.63024  -0.08
C32 4.03554 -1.24301 0.70742  -0.20
C33 2.84205 -1.99176 0.22140  -0.55
N2 1.69068 -1.46110 -0.02952  -0.14
N3 0.72524 -2.32156 -0.51794  -0.10
C34 1.17908 -3.54714 -0.63941  -0.64
N4 0.47137 -4.56393 -1.11656  0.18
S1 2.81628 -3.68783 -0.07706  1.24
H22 5.77792 -1.45824 1.95071  0.10
H23 5.34003 -2.94009 1.12388  0.08
H24 4.39865 -2.39271 2.52153  0.08
H25 4.58391 -0.92223 -0.18467  0.14
H26 3.66674 -0.33731 1.19742  0.11
H27 -0.44273 -4.39948 -1.50853  0.13
H28 0.85944 -5.48981 -1.19897  0.13
S2 1.79408 1.25577 -1.50290  0.74
C35 1.52755 2.04010 -3.02386  -0.94
N5 2.56644 2.38199 -3.74158  -0.02
C36 2.30903 2.98299 -5.06156  -0.15
C37 0.87066 3.49787 -5.00639  -0.33
S3 0.03549 2.51056 -3.71525  1.05
H29 3.50179 2.13621 -3.44340  0.16
H30 2.44583 2.21622 -5.82489  0.14
H31 3.01808 3.78811 -5.23908  0.14
H32 0.35246 3.34600 -5.94944  0.10
H33 0.81265 4.54633 -4.72429  0.10

## Properties
<S²>: 0.8162
HOMO energy (spin up / spin down) in eV: -16.07 / -16.14
Charge: +3
2S+1: 2
Kohn-Sham gap (spin up / spin down) in eV: 6.2 / 7.0
Energy relative to the best compared isomer or geometry (same formula, charge and spin) in kcal per mole: 0.00

No. 4
Molecular formula: C11H20N2O5
Method: DFT, ωB97M-V with the def2-TZVPD basis set

Last column: Löwdin charge in e.
Atoms and positions in Å:
C1 3.74911 -1.66207 1.75672  -0.10
C2 2.34071 -1.66017 1.10412  -0.21
C3 2.19097 -2.02729 -0.39936  -0.32
C4 3.19597 -2.90317 -1.03274  -0.10
C5 1.90346 -0.68234 -1.25517  -0.25
N1 3.03711 0.26372 -1.37308  0.06
C6 0.59855 -0.00362 -0.86712  -0.36
O1 -0.42532 -0.63227 -0.67370  0.06
N2 0.39960 1.35501 -1.10633  0.10
C7 -0.68865 2.01961 -0.50367  -0.20
C8 -2.28240 1.61373 -1.02138  -0.09
C9 -3.21872 1.10683 0.00078  -0.11
C10 -3.42210 -0.43237 0.32522  -0.54
O2 -4.59634 -0.71293 0.48014  0.05
O3 -2.53684 -1.38166 0.16769  0.10
C11 -0.62762 1.90071 0.98172  -0.41
O4 0.16824 1.23547 1.64401  0.11
O5 -1.23080 3.03772 1.55902  0.07
H1 3.96202 -2.68210 2.06989  0.07
H2 3.92587 -0.97599 2.59722  0.07
H3 4.46675 -1.38008 0.94238  0.06
H4 1.76820 -2.30876 1.74698  0.10
H5 1.85848 -0.72655 1.39945  0.09
H6 1.12580 -2.44533 -0.49235  0.16
H7 4.35439 -2.77227 -0.90321  0.11
H8 2.99132 -3.03759 -2.13580  0.09
H9 2.98908 -3.92112 -0.66551  0.08
H10 1.73740 -0.96917 -2.31670  0.16
H11 3.75938 -0.22710 -1.83555  0.05
H12 3.37886 0.32034 -0.39330  0.09
H13 1.28100 1.89956 -1.32347  0.17
H14 -0.54728 3.08173 -0.80189  0.16
H15 -1.94550 0.96301 -1.85193  0.12
H16 -2.66764 2.50048 -1.55236  0.11
H17 -3.02464 1.55526 1.00822  0.12
H18 -4.27637 1.27362 -0.45399  0.16
H19 -1.65864 -0.84124 -0.05925  0.05
H20 -1.00262 3.37247 2.42511  0.12

## Properties
HOMO energy in eV: -9.14
Charge: 0
Kohn-Sham gap in eV: 9.3
SMILES: CC[C@H](C)[C@H](N)C(=O)N[C@@H](CCC(=O)O)C(=O)O
Energy relative to the best compared isomer or geometry (same formula, charge and spin) in kcal per mole: 72.27

No. 5
Molecular formula: C13H15AuN4O10S
Method: DFT, ωB97M-V with the def2-TZVPD basis set

Last column: Löwdin charge in e.
Atoms and positions in Å:
Au1 1.37980 2.02826 0.17980  0.80
O1 3.39457 2.54485 3.65988  -0.44
S1 3.44897 2.90092 2.22990  0.20
O2 4.28287 4.07932 1.98920  -0.42
O3 3.82141 1.74818 1.38942  -0.48
O4 1.98335 3.25452 1.81696  -0.58
C1 1.34299 -0.02960 3.12359  -0.15
C2 0.80141 -0.65703 4.43324  -0.16
N1 -0.67123 -0.64290 4.44865  -0.18
C3 -1.15106 -1.39676 3.28600  -0.18
C4 -0.61402 -0.76837 1.97127  -0.17
N2 0.21385 0.38064 2.29074  -0.19
C5 -0.57139 1.37730 3.00495  -0.17
C6 -1.11500 0.75189 4.31670  -0.17
H1 1.94752 -0.73652 2.55003  0.12
H2 1.97701 0.83669 3.31747  0.08
H3 1.14922 -0.09681 5.30506  0.11
H4 1.12795 -1.69458 4.55927  0.10
H5 -2.24594 -1.39587 3.31024  0.10
H6 -0.82178 -2.43456 3.40069  0.10
H7 -1.42149 -0.43921 1.31330  0.10
H8 -0.00537 -1.48115 1.40765  0.11
H9 -1.38079 1.71029 2.34918  0.11
H10 0.08049 2.23305 3.19048  0.10
H11 -2.21010 0.76154 4.34576  0.10
H12 -0.75739 1.29975 5.19278  0.11
O5 -1.47668 0.74590 -1.13476  0.00
C7 -0.46183 0.67467 -1.82109  -0.64
O6 0.72762 1.01872 -1.58355  -0.18
C8 -0.60934 -0.07923 -3.16479  -0.07
C9 0.49411 -0.37704 -3.95739  0.08
C10 0.29557 -1.07093 -5.13867  -0.12
C11 -0.94257 -1.48877 -5.59049  0.07
C12 -2.00684 -1.16809 -4.76702  -0.12
C13 -1.87529 -0.48205 -3.57429  0.07
N3 -3.35848 -1.59664 -5.20220  -0.35
O7 -3.45500 -2.17302 -6.27074  0.05
O8 -4.30116 -1.31385 -4.49369  0.08
N4 1.46797 -1.39245 -5.99040  -0.35
O9 2.57126 -1.16549 -5.54627  0.09
O10 1.25619 -1.93556 -7.06066  0.05
H13 1.47356 -0.05614 -3.63333  0.13
H14 -1.06892 -2.02237 -6.51604  0.12
H15 -2.71602 -0.25150 -2.93682  0.13

## Properties
HOMO energy in eV: -1.64
Charge: -2
Kohn-Sham gap in eV: 4.6

No. 6
Molecular formula: CH6SSi
Method: DFT, ωB97M-V with the def2-TZVPD basis set

Last column: Löwdin charge in e.
Atoms and positions in Å:
C1 0.93295 -0.90387 -0.08641  -0.32
Si1 -0.19695 0.61910 -0.06118  0.29
S1 -2.27396 -0.01754 -0.39118  0.32
H1 0.63502 -1.60389 -0.90691  0.04
H2 1.85872 -0.50153 -0.16608  -0.05
H3 0.79948 -1.43153 0.89174  0.04
H4 1.25845 2.33873 -1.46275  0.00
H5 -0.53142 1.05617 1.32830  -0.10
H6 -2.48227 0.44436 0.85448  -0.23

## Properties
HOMO energy (spin up / spin down) in eV: -9.54 / -8.52
Charge: 0
Kohn-Sham gap (spin up / spin down) in eV: 8.5 / 7.7
Energy relative to the best compared isomer or geometry (same formula, charge and spin) in kcal per mole: 78.99

Total energy (computed, Eh): -682.466250, -626.247795, -6824.948034, -916.814058, -2009.597424, -729.250785